<A>
This record from the OMol25 dataset describes the ion C7H11N4O2 with charge +1. The level of theory is ωB97M-V with the def2-TZVPD basis set.

**LUMO energy**: -4.53 eV
**HOMO energy**: -14.69 eV
**Net charge**: +1
**SMILES string**: CC1(C)C=NC(=O)N/C1=[NH+]\C(N)=O

Atoms and positions in Å:
1 N 2.710 -2.379 -0.361
2 N -2.958 0.728 0.118
3 C -2.711 -0.637 0.190
4 C -1.938 1.507 -0.034
5 N 0.984 -0.870 0.096
6 H 2.971 -3.397 -0.457
7 H -0.239 2.683 1.475
8 H 1.333 1.389 -1.350
9 C 0.231 1.746 1.274
10 H 1.591 -0.219 -0.411
11 H -1.253 -2.214 0.438
12 C -0.306 -0.387 0.173
13 H 0.003 2.667 -1.391
14 O 0.598 -3.112 0.040
15 C 1.382 -2.183 -0.084
16 H 0.038 1.158 2.113
17 H -2.151 2.526 0.151
18 C 0.260 1.608 -1.228
19 H -0.182 0.906 -2.013
20 C -0.437 1.166 0.046
21 H 3.584 -1.909 -0.391
22 H 1.308 1.862 1.070
23 N -1.307 -1.171 0.392
24 O -3.510 -1.470 0.144

<B>
This record from the OMol25 dataset describes the ion C7H11N4O2 with charge +1. The level of theory is ωB97M-V with the def2-TZVPD basis set.

**LUMO energy (spin up / spin down)**: -4.13 / -3.61 eV
**HOMO energy (spin up / spin down)**: -11.32 / -10.52 eV
**Net charge**: +1

Atoms and positions in Å:
1 C 1.202 -1.042 0.712
2 H -2.354 3.615 -1.117
3 H -0.945 4.610 -1.496
4 H -1.375 -4.523 -0.586
5 H -1.662 -2.968 -1.231
6 N 0.051 -1.770 0.338
7 C -0.463 2.722 -0.607
8 O 3.104 0.416 2.627
9 H 2.387 -2.479 1.626
10 C 0.949 0.329 0.434
11 H -1.795 -1.015 -0.208
12 C 2.757 -0.691 2.479
13 H -1.338 3.217 -2.507
14 N -1.282 -3.526 -0.479
15 N 2.226 -1.483 1.539
16 C -1.334 3.598 -1.490
17 N -0.796 -0.869 -0.288
18 H 1.633 1.118 0.662
19 C -0.196 -3.076 0.190
20 H 0.564 2.686 -0.986
21 C -0.280 0.416 -0.149
22 H -0.450 3.091 0.425
23 O -1.020 1.400 -0.618
24 H 0.418 -3.778 0.729

The energetic minimum among the shown structures is <A>; the next structure lies 82.0 kcal/mol above.